1.
69
Properties=species:S:1:pos:R:3:forces:R:3 method="wB97M-V/def2-TZVPD" homo_ev=-8.2539 lumo_ev=-0.181 orbital_gap_ev=8.073 smiles="C=C[SiH2]OCCC.ClC(Cl)(Cl)Cl.ClC(Cl)(Cl)Cl.ClC(Cl)(Cl)Cl.ClC(Cl)(Cl)Cl.ClC(Cl)(Cl)Cl.ClC(Cl)(Cl)Cl.ClC(Cl)(Cl)Cl.ClC(Cl)(Cl)Cl.ClC(Cl)(Cl)Cl.ClC(Cl)(Cl)Cl"
C -5.8761 0.5616 0.6070 0.08 -0.03 -0.27
C -4.6224 0.8140 0.1646 0.22 0.74 0.63
Si -4.1614 2.6005 -0.1975 0.21 0.31 1.08
O -2.8716 2.8076 -1.2338 -0.81 -0.77 0.62
C -2.2746 1.6506 -1.8132 1.33 0.66 -0.97
C -0.8061 1.9642 -2.1187 -0.25 0.20 0.98
C -0.1283 2.5860 -0.8907 0.20 0.22 -0.34
H -6.2457 0.9657 1.5398 -0.86 1.59 -0.67
H -6.5515 -0.0857 0.0620 0.37 -1.53 0.85
H -3.9543 -0.0350 0.0722 -0.37 -0.16 -2.20
H -5.3788 3.2618 -0.7069 0.11 -0.06 -0.32
H -3.8786 3.2873 1.0737 -0.06 0.18 -0.03
H -2.2710 0.7750 -1.1738 -0.46 -0.13 0.26
H -2.7485 1.4638 -2.7718 -0.43 -0.46 0.00
H -0.7594 2.6510 -2.9534 0.12 0.04 -0.31
H -0.2849 1.0447 -2.3568 -0.06 -0.26 -0.40
H 0.8648 2.1854 -0.7254 0.22 -0.16 0.05
H -0.7109 2.4597 0.0110 -0.12 -0.20 0.24
H -0.0125 3.6542 -1.0260 -0.01 0.29 0.06
Cl 0.9869 4.5891 2.0094 -0.19 0.07 0.00
C -0.6549 5.1742 2.3110 0.02 -0.05 0.08
Cl -1.1034 6.3273 1.0543 0.48 -0.36 -0.36
Cl -1.7946 3.8273 2.3020 0.31 0.21 0.16
Cl -0.6957 5.9559 3.9094 0.25 -0.16 -0.06
Cl -2.8978 -3.9962 2.1720 0.03 0.04 -0.13
C -3.2829 -2.6165 1.1396 -0.04 -0.09 0.17
Cl -3.9378 -1.3099 2.1271 0.33 -0.53 0.25
Cl -1.8144 -2.0600 0.3250 0.07 0.04 -0.07
Cl -4.4771 -3.0984 -0.0697 0.00 0.03 -0.02
Cl 4.4657 -0.9582 -1.8193 0.00 0.07 -0.11
C 2.9329 -1.3151 -2.6189 -0.01 -0.07 -0.07
Cl 2.5842 -0.0494 -3.8012 -0.04 0.00 0.02
Cl 3.0282 -2.8744 -3.4363 0.00 0.06 0.04
Cl 1.6435 -1.3713 -1.4086 -0.01 0.06 0.04
Cl 4.1244 -4.2841 -6.6044 0.00 0.01 0.01
C 5.6549 -3.4192 -6.4068 0.05 0.02 0.01
Cl 6.5425 -4.0970 -5.0377 -0.09 0.05 -0.10
Cl 6.6186 -3.5888 -7.8781 -0.02 0.00 0.01
Cl 5.3306 -1.7070 -6.1116 0.00 -0.02 0.00
Cl 4.5286 0.3306 1.3137 -0.11 0.18 -0.30
C 5.0464 1.9968 1.5427 0.01 0.03 0.02
Cl 5.9334 2.5332 0.1127 -0.01 0.03 0.03
Cl 3.6302 3.0239 1.7925 0.17 -0.12 -0.03
Cl 6.0981 2.1108 2.9686 0.02 0.11 -0.16
Cl 5.2331 -6.2758 -0.2540 0.01 0.00 -0.01
C 6.5599 -5.4263 -1.0527 0.01 0.01 0.01
Cl 6.0352 -3.8008 -1.4940 0.02 -0.08 0.07
Cl 7.9412 -5.3261 0.0440 -0.01 -0.01 -0.02
Cl 7.0259 -6.3090 -2.5144 0.02 -0.04 0.07
Cl 5.6638 -3.2782 5.3143 -0.02 0.01 -0.01
C 4.4480 -2.0586 4.9158 0.06 0.02 0.01
Cl 5.2279 -0.6670 4.1606 0.01 -0.32 0.53
Cl 3.2704 -2.7481 3.7897 0.00 0.00 -0.01
Cl 3.6209 -1.5465 6.3910 0.00 -0.01 -0.02
Cl -4.0579 9.0663 0.7212 0.00 0.00 0.00
C -4.3736 8.5172 2.3736 0.02 -0.02 0.04
Cl -5.7584 7.4191 2.3719 0.01 0.01 -0.01
Cl -2.9524 7.6702 2.9885 -0.77 0.53 0.38
Cl -4.7290 9.9134 3.3988 0.00 -0.01 -0.03
Cl -6.2573 -3.7114 4.0409 0.02 0.00 0.00
C -5.1128 -3.6450 5.3858 0.00 0.03 -0.01
Cl -3.9373 -4.9543 5.2234 -0.04 -0.06 0.15
Cl -4.2712 -2.0918 5.3676 -0.01 -0.08 0.18
Cl -5.9845 -3.8249 6.9115 0.00 0.00 -0.02
Cl -1.1599 -3.6523 -3.0751 -0.03 -0.03 0.03
C -0.6860 -4.1354 -4.7065 0.06 0.11 0.00
Cl 0.7232 -5.1974 -4.6194 -0.05 -0.12 -0.03
Cl -2.0206 -4.9808 -5.4950 0.03 0.01 0.04
Cl -0.2676 -2.6925 -5.6367 0.01 0.02 -0.02

2.
17
Properties=species:S:1:pos:R:3:forces:R:3 method="wB97M-V/def2-TZVPD" homo_ev=-4.1701 relative_energy_ev=0.149 charge=-1 lumo_ev=2.776 orbital_gap_ev=6.946
O 2.9288 -0.9224 0.9590 0.10 -0.12 -0.11
P 2.9282 0.5793 0.8596 -0.50 -0.43 0.05
B 1.2434 1.4684 0.5474 0.18 0.38 -0.17
P -0.1058 0.5296 1.5786 0.20 0.11 0.29
O -1.0940 1.7884 2.0835 -0.28 -0.02 -0.32
O -1.0383 -0.1123 0.3242 -0.20 -0.06 0.02
H 3.8781 1.0048 -0.1107 0.10 0.28 0.14
H 3.4810 1.1382 2.0456 0.20 0.19 -0.11
H 1.3060 2.5866 1.0310 0.14 -0.08 0.04
H 1.0179 1.5486 -0.6437 -0.07 -0.22 0.07
H -1.2721 2.3789 1.3359 0.17 0.05 0.17
H -1.7043 -0.6374 0.7778 -0.11 -0.16 -0.08
C -2.1909 -2.2446 -2.0734 0.11 0.12 0.08
Cl -2.3127 -1.8311 -3.7912 0.00 -0.01 0.00
Cl -3.6893 -2.9741 -1.4662 0.00 -0.01 0.02
H -1.3878 -2.9601 -1.9490 -0.03 -0.02 -0.02
H -1.9881 -1.3406 -1.5082 0.02 0.01 -0.05

3.
23
Properties=species:S:1:pos:R:3:forces:R:3 method="wB97M-V/def2-TZVPD" homo_ev=-12.1203 relative_energy_ev=0.781 charge=+1 lumo_ev=-3.136 orbital_gap_ev=8.985
N -0.4645 0.8122 1.1469 1.10 0.22 -0.29
C 0.2412 0.0320 0.0494 1.54 0.83 -1.43
C 1.1109 0.9995 -0.8099 -0.14 0.42 0.43
C 2.2035 0.2091 -1.5392 -0.82 -0.81 0.76
S 2.6846 0.7421 -3.1625 -0.42 -1.14 -1.11
C -0.7672 -0.7832 -0.7546 -0.63 -1.13 -0.31
N -1.9319 -0.9974 0.0918 -0.07 1.10 -0.51
H -1.4697 0.5875 1.0339 -0.22 -0.81 0.62
H -0.3652 1.8292 1.1388 0.27 -0.06 -0.70
H -0.0220 0.5411 2.0208 -0.87 -0.33 0.35
H 0.9848 -0.6723 0.4467 -0.48 0.34 0.83
H 1.5259 1.7289 -0.0939 0.21 -0.09 -0.44
H 0.5536 1.5702 -1.5683 -0.25 -0.26 0.39
H 1.7105 -0.7628 -1.7501 0.56 0.29 -0.22
H 3.0250 -0.0363 -0.8655 0.16 0.20 -0.12
H 3.2224 1.9154 -3.0095 0.46 1.05 0.71
H -0.9937 -0.3199 -1.7105 -0.52 0.59 0.19
H -0.3918 -1.7641 -1.1068 0.56 0.48 0.53
H -2.8134 -1.0744 -0.3959 0.17 -0.55 0.29
H -1.7208 -1.6255 0.8524 -0.62 -0.34 -0.24
H -2.6825 -1.4216 3.0480 0.41 0.52 -0.26
H -1.6939 -0.7327 3.9355 0.11 0.13 -0.07
O -1.9459 -0.7771 3.0025 -0.51 -0.68 0.60